Entry 1:
{
  "formula": "C26H34BrEuN3O5S",
  "method": "ωB97M-V/def2-TZVPD",
  "species": ["Eu", "Br", "S", "O", "O", "O", "O", "O", "N", "N", "N", "C", "C", "C", "C", "C", "C", "C", "C", "C", "C", "C", "C", "C", "C", "C", "C", "C", "C", "C", "C", "C", "C", "C", "C", "C", "C", "H", "H", "H", "H", "H", "H", "H", "H", "H", "H", "H", "H", "H", "H", "H", "H", "H", "H", "H", "H", "H", "H", "H", "H", "H", "H", "H", "H", "H", "H", "H", "H", "H", "H"],
  "xyz": [[0.24410, 0.13129, 0.03191], [3.17647, 0.20582, 0.47450], [-0.32739, 2.93687, 0.68189], [-1.42806, 3.71954, 1.17719], [1.08945, 1.26535, -2.07346], [0.17397, 1.88231, 1.59484], [1.04087, -1.81468, 0.37898], [-2.87804, 1.20793, 0.81850], [-2.67126, -1.73069, 0.92445], [-0.54463, 2.21531, -0.75906], [-1.83376, -1.31146, -0.03763], [4.64031, -2.21187, 0.27308], [1.03731, 3.94370, 0.17756], [2.60957, 5.70230, 0.07784], [3.09029, 5.18905, -1.12380], [-3.77966, -2.31653, 0.43534], [7.02787, -3.78984, 1.28225], [6.19389, -4.19689, 0.06047], [1.48522, -6.22285, 0.17330], [2.17891, -2.43945, 0.31481], [-1.74994, -1.35819, -2.48973], [2.54480, 4.03730, -1.68206], [1.49651, 3.43119, -1.02230], [3.37539, -1.67854, 0.34388], [0.68924, 2.22578, -1.40711], [6.15842, -5.72212, -0.01015], [3.62662, -4.36151, 0.16204], [-2.40687, -1.65435, -1.17535], [6.86994, -3.67000, -1.21053], [-4.87420, -2.80814, 1.32662], [-3.64770, -2.29287, -0.93260], [4.78867, -3.59474, 0.17178], [2.33151, -3.83714, 0.23804], [0.27322, -4.44316, -1.05186], [0.23627, -4.51743, 1.45870], [1.56755, 5.07629, 0.75622], [1.09772, -4.74446, 0.20775], [0.57512, -6.82769, 0.17466], [5.70612, -6.15853, 0.88343], [5.50091, -1.55484, 0.30806], [7.17326, -2.70852, 1.32833], [-2.46902, -1.51621, 1.88501], [0.02712, -3.38523, -1.10757], [-5.57245, -2.00476, 1.56486], [-1.48641, -2.28279, -3.00532], [3.89914, 5.69655, -1.63308], [7.87451, -4.09059, -1.31278], [2.07754, -6.50971, 1.04618], [-0.66208, -5.01256, -1.03830], [-0.61578, -5.20530, 1.45050], [7.17903, -6.10477, -0.08807], [8.01546, -4.25848, 1.24427], [0.83268, -4.72108, -1.94907], [-4.33708, -2.69426, -1.65647], [-2.91175, 2.01358, 1.34829], [2.90837, 3.63513, -2.61867], [-0.13762, -3.49728, 1.49073], [2.05228, -6.47760, -0.72543], [6.29219, -3.94382, -2.09598], [-5.43122, -3.60331, 0.83482], [-2.41408, -0.78785, -3.13974], [0.81849, -4.70434, 2.36497], [3.04354, 6.60634, 0.48454], [-3.18598, 1.47310, -0.05310], [3.73137, -5.43528, 0.09644], [-0.83085, -0.78011, -2.36845], [1.19708, 5.45872, 1.69755], [-4.47788, -3.19881, 2.26442], [5.60506, -6.07520, -0.88327], [6.95969, -2.58199, -1.19423], [6.53627, -4.10059, 2.20660]],
  "mulliken_spin": [6.921, 0.006, -0.006, -0.002, 0.017, 0.007, 0.046, 0.001, -0.006, 0.006, 0.014, -0.001, 0.004, 0.006, -0.003, 0.001, 0.000, 0.002, 0.000, -0.030, 0.007, 0.007, -0.005, -0.006, 0.023, 0.000, 0.001, -0.001, 0.000, 0.000, -0.004, 0.000, -0.007, -0.009, -0.003, -0.003, 0.003, 0.000, 0.000, 0.000, 0.000, -0.001, 0.007, 0.000, 0.001, 0.000, 0.000, 0.000, 0.000, 0.000, 0.000, 0.000, 0.000, 0.000, 0.000, 0.001, 0.002, 0.000, 0.000, 0.000, 0.001, 0.000, 0.001, 0.000, 0.001, 0.004, 0.000, 0.000, 0.000, 0.000, 0.000],
  "lumo_ev": [-0.11, -0.10],
  "homo_energy_ev": [-6.2, -7.2],
  "spin_multiplicity": 8
}



Entry 2:
{
  "formula": "C22H41Cl3CoN3O5Si",
  "method": "ωB97M-V/def2-TZVPD",
  "species": ["Co", "Cl", "Cl", "Cl", "Si", "O", "O", "O", "O", "O", "N", "N", "N", "C", "C", "C", "C", "C", "C", "C", "C", "C", "C", "C", "C", "C", "C", "C", "C", "C", "C", "C", "C", "C", "C", "H", "H", "H", "H", "H", "H", "H", "H", "H", "H", "H", "H", "H", "H", "H", "H", "H", "H", "H", "H", "H", "H", "H", "H", "H", "H", "H", "H", "H", "H", "H", "H", "H", "H", "H", "H", "H", "H", "H", "H", "H"],
  "xyz": [[2.36617, 0.85727, 1.25428], [3.86368, 1.46506, -0.16135], [2.31866, -0.43779, 3.03694], [-0.10828, -1.96242, 0.05580], [-0.40393, -0.17584, -0.97245], [0.54766, 1.69932, 1.86713], [-3.82395, -2.01134, 2.06715], [-2.43634, -1.29240, 5.46427], [1.33144, -0.24518, -1.48357], [-1.63934, 0.38350, 4.18029], [0.30344, 0.92330, 5.64588], [-2.06807, -3.31436, 2.73140], [-0.47855, 3.75195, 2.06882], [-1.98096, -4.01216, 1.46545], [0.50831, 2.30578, -5.94084], [-0.18194, 1.78401, -1.13844], [0.42309, 0.20646, -4.70930], [1.43095, 0.64239, -3.84359], [-3.01068, -2.35767, 2.91499], [-1.83414, 3.22307, 2.21091], [1.55773, 2.72103, -5.10860], [2.21481, -2.16159, -4.44810], [2.02256, -0.22719, -2.74415], [-0.69567, 0.07405, 6.35309], [-1.69624, -0.29568, 5.23627], [-1.15791, -3.77660, 3.76604], [-1.86555, 0.28833, 0.30405], [-1.60541, -0.60619, -2.35350], [2.48582, -3.58631, -4.85310], [-0.31309, 5.16023, 1.71752], [2.89658, -2.54122, -2.10233], [-0.07183, 1.05792, -5.71329], [2.02135, 1.89193, -4.07744], [0.58713, 2.95898, 1.91527], [2.33788, -1.66635, -3.18925], [-1.19149, 5.71479, 2.05413], [3.97088, -2.74654, -2.28037], [-0.18844, 1.24792, 4.78044], [-2.39792, 1.18784, -0.00753], [1.14265, 0.40673, 5.34556], [-0.97403, -3.83906, 1.06322], [-1.28116, -4.86143, 3.90309], [0.05622, -0.82050, -4.63110], [3.55555, -3.84847, -4.85925], [-0.92026, 0.71714, -6.30620], [-1.89205, 2.43104, 2.96082], [-1.19699, 0.67052, 7.12514], [1.95746, -4.29295, -4.20014], [-1.38650, -1.62263, -2.68850], [-0.33953, 2.00051, -2.20346], [1.98779, -1.51574, -5.30734], [0.57923, 1.70256, 6.23674], [1.55157, 3.48704, 1.80849], [-0.20449, -0.79969, 6.79408], [1.98816, 3.71520, -5.24526], [0.59690, 5.53620, 2.20379], [2.33163, -3.48974, -2.11732], [-2.66146, -0.57093, -2.05543], [-2.71108, -3.60725, 0.76010], [-1.37141, -3.26274, 4.70755], [-2.99583, -1.91290, 3.93720], [-0.20169, 5.28325, 0.62714], [-1.48892, 0.09332, -3.18033], [2.87514, 2.19967, -3.46073], [-2.61307, -0.51328, 0.32482], [-1.47671, 0.45726, 1.32082], [-2.09597, -5.09845, 1.58290], [0.09268, 2.96743, -6.70619], [2.76949, -2.03595, -1.13666], [0.85216, 2.06837, -0.88798], [-2.23703, 2.84085, 1.26815], [-0.10929, -3.59150, 3.48311], [-0.86061, 2.45268, -0.59010], [-2.47120, 4.04963, 2.52088], [2.11698, -3.73776, -5.87665], [2.99723, 0.21325, -2.48393]],
  "mulliken_spin": [2.815, 0.089, 0.099, 0.064, 0.092, 0.016, 0.000, 0.000, 0.026, -0.001, -0.001, -0.002, 0.001, 0.000, 0.000, 0.323, 0.001, 0.004, 0.002, 0.005, -0.001, 0.001, -0.012, 0.000, -0.001, 0.001, 0.427, 0.026, 0.000, -0.001, 0.001, 0.001, -0.006, -0.007, 0.009, 0.000, 0.000, -0.001, 0.004, 0.001, 0.001, 0.000, -0.001, 0.000, 0.000, -0.006, 0.000, 0.000, -0.001, -0.003, 0.000, 0.000, -0.002, 0.000, 0.000, 0.000, 0.000, -0.004, 0.000, 0.000, 0.001, 0.000, 0.006, 0.001, 0.000, 0.043, 0.000, 0.000, 0.004, 0.011, 0.001, 0.000, -0.026, 0.000, 0.000, -0.001],
  "lumo_ev": [-0.41, -2.79],
  "homo_energy_ev": [-8.0, -8.0],
  "spin_multiplicity": 5
}



In the order shown, the computed total energy values come out to -142430.5620, -121259.3640 eV.
In the order shown, the computed ΔE to the lowest compared entry with this formula, charge and spin values come out to 11.4, 62.2 kcal per mole.
In the order shown, the computed F_max values come out to 1.98, 3.03 eV/Å.